ORCA calculation (the ωB97M-V functional and the def2-TZVPD basis) on C2H2IN as an isolated structure in a non-equilibrium geometry.

Each line ends with the natural charge from an NBO analysis.
Atoms and positions in Å:
C -0.670 -0.224 -0.222  0.063
C 0.141 -0.491 0.934  -0.265
N -0.342 -1.444 -0.115  -0.286
I -1.086 -0.400 2.645  0.072
H -1.125 0.547 -0.781  0.222
H 1.119 -0.279 0.897  0.195

As for the frontier orbital gap: 9.89 eV. Its relative energy (zero: lowest compared OMol25 entry of this formula, charge and spin) is 171.3 kJ/mol. The highest occupied orbital energy comes out at -9.354 eV. As for the net charge: 0. For the largest force on an atom, the calculation gives 4.1 eV Å⁻¹. For the electronic energy, the calculation gives -429.76008 hartree.